Molecular formula: C38H46N6PSSbZn
Method: DFT, wB97M-V/def2-TZVPD

Its LUMO energy is -4.569 eV. For the calculated total energy, the calculation gives -4562.78736 a.u. The net charge is +2. Its HOMO energy is -12.9 eV. The multiplicity is 1. The calculation puts the HOMO-LUMO gap at 8.3774 eV.

```
94
C38H46N6PSSbZn wB97M-V/def2-TZVPD
C 0.249 -1.853 -4.730
H -6.776 -3.045 -2.736
C -2.733 3.257 -3.269
C 1.135 0.357 -4.396
H -4.774 1.964 -0.893
C -5.115 -1.699 -2.631
C 2.887 1.054 0.239
C -4.467 -0.644 -3.248
H 0.100 -5.925 -0.566
N -1.730 0.646 4.801
C -1.020 -0.216 -3.532
H -1.762 0.002 6.759
H -1.145 2.207 6.052
H 1.856 0.174 5.972
C -1.513 -0.367 5.758
C -3.267 4.534 -3.339
C 0.392 1.385 0.071
C 1.676 1.915 -0.009
H 3.865 -0.999 1.543
C 0.800 0.461 6.009
H -2.327 -0.626 3.244
H -1.090 2.572 4.314
N -0.043 -0.792 5.778
H -4.734 -2.092 -1.696
H 1.909 0.053 -1.980
H 0.939 5.178 -0.540
H 0.557 0.840 7.007
C -4.352 2.695 -1.574
H 2.558 -1.585 -1.779
C 1.864 3.274 -0.238
N 2.707 -0.361 -0.091
H -5.716 4.246 -1.026
H -0.074 1.690 -3.232
H 3.663 -0.212 -1.982
C 1.488 -3.018 1.412
C 1.984 -4.267 1.686
C -4.880 3.972 -1.651
C 0.520 -5.118 0.015
H 2.054 0.932 3.740
C -0.907 -1.494 -4.058
C 0.331 -1.447 4.508
C -0.499 3.620 -0.227
C -4.937 -0.114 -4.438
C -1.631 0.199 3.427
H -1.699 1.893 0.064
N 0.511 1.447 5.041
H 0.811 1.983 3.053
C 1.263 -0.924 -4.909
H -0.268 -2.352 4.373
H 2.157 -1.201 -5.447
H -1.365 -4.328 -1.551
N 0.554 -2.763 0.487
C -0.897 1.807 5.066
C 0.783 4.126 -0.355
C 2.712 -0.534 -1.542
C 3.842 -1.101 0.459
H -1.722 -2.202 -3.953
H -4.442 0.730 -4.904
H -1.913 1.021 2.763
C -6.249 -2.237 -3.219
H 0.107 -1.447 6.552
H -1.356 4.274 -0.294
H -1.372 -2.666 -1.083
H -2.846 5.250 -4.029
C -3.283 2.347 -2.384
H -1.906 2.988 -3.911
H 3.750 1.473 -0.298
C -4.342 4.888 -2.542
Zn 0.215 -0.601 0.172
H -4.773 5.875 -2.622
H 1.874 -6.344 1.124
H 3.114 1.113 1.312
H -2.121 -1.250 5.536
S -2.425 -0.786 -0.321
H 4.793 -0.723 0.066
H -6.417 -0.278 -5.970
H -7.586 -2.164 -4.889
H 2.868 3.661 -0.330
H 0.350 -2.852 -5.128
C 0.978 1.125 3.709
C 0.054 -3.802 -0.203
Sb -2.750 0.255 -2.365
C -6.054 -0.676 -5.035
P 0.098 -0.358 2.977
C 1.492 -5.350 0.951
C -0.683 2.261 -0.029
N -0.878 -3.551 -1.139
C -6.711 -1.734 -4.425
H 1.913 1.090 -4.556
H 1.383 -1.745 4.557
H 2.742 -4.404 2.437
C 0.002 0.704 -3.677
H 3.753 -2.154 0.201
H 1.855 -2.151 1.944
```

Here are the Löwdin charges for atoms 1 to 5, given in e: number 1, C, carries -0.06; number 2, H, carries 0.11; number 3, C, carries -0.12; number 4, C, carries -0.08; number 5, H, carries 0.11